No. 1
{"formula": "C15H29N5P2Pb", "method": "ωB97M-V/def2-TZVPD", "symbols": ["C", "Pb", "H", "H", "H", "C", "C", "H", "H", "C", "C", "H", "H", "H", "N", "H", "N", "H", "C", "H", "H", "H", "H", "C", "C", "H", "H", "P", "H", "H", "H", "N", "C", "H", "H", "N", "H", "H", "C", "P", "C", "C", "H", "N", "H", "C", "C", "H", "H", "C", "H", "H"], "coordinates": [[2.92554, -1.39214, 2.42830], [0.80838, -0.18296, -0.40820], [0.41838, 4.13953, -0.58922], [1.69300, -0.70127, -3.88594], [-1.40947, 2.07269, 2.43897], [-2.48802, -4.53446, -0.02649], [2.86469, -2.96901, 0.76043], [2.07311, 3.97743, 0.02348], [-1.72358, -0.38361, 2.30910], [-2.42216, -0.54223, 1.48714], [-0.41017, -3.65112, 0.21774], [-0.80184, 1.00582, -3.47022], [0.84336, 4.81385, 0.98763], [2.46123, 2.58706, 2.62926], [0.95560, 1.40425, -2.40315], [0.55577, -2.30002, -2.70578], [0.11581, -1.38394, -2.69085], [-0.87867, -1.56129, -2.80381], [1.69661, -1.91200, 2.52468], [-2.97566, 0.53895, -2.15854], [-4.13725, 0.22696, -0.85529], [-1.96094, 2.69220, -0.52937], [0.55346, 1.45990, -4.49918], [3.65379, -2.04973, 1.32501], [0.60970, -0.57606, -3.82694], [-2.45998, -1.61122, 1.27392], [1.50391, -3.98581, 2.06572], [-1.88968, 0.35624, 0.00270], [1.04532, 3.44559, 3.26490], [3.11099, -3.64755, -0.04287], [0.93932, -1.68617, 3.26148], [-3.57929, -4.73318, 0.27587], [-2.12645, 2.12720, 0.39311], [-3.17685, 2.26876, 0.66264], [0.19554, -0.91126, -4.77875], [-1.21703, -4.32628, -0.41490], [1.13759, 1.67283, 3.36208], [1.94845, 1.51397, -2.60037], [1.56686, -3.03446, 1.52572], [0.58017, 2.40798, 1.12331], [-3.15005, -0.02786, -1.24416], [0.27387, 0.88587, -3.61469], [0.62069, 2.33932, -2.19145], [0.39526, -2.87059, 0.65498], [-3.41643, -0.21119, 1.79160], [1.37922, 2.54274, 2.75142], [-1.20857, 2.61857, 1.51395], [-3.13715, -1.09355, -1.47489], [3.35173, -0.63675, 3.07310], [1.02073, 3.97990, 0.30682], [4.67685, -1.83376, 1.05429], [-1.40566, 3.67181, 1.72569]], "atomic_forces_ev_per_a": [[0.035, 0.015, -0.035], [0.295, 0.007, -0.032], [-0.004, 0.001, 0.003], [0.000, 0.000, -0.010], [-0.005, 0.000, -0.001], [0.133, -0.163, 0.069], [0.016, -0.018, -0.001], [0.004, 0.002, 0.003], [-0.008, 0.000, 0.007], [0.022, 0.011, -0.001], [0.039, 0.058, -0.055], [0.000, 0.006, -0.006], [0.009, 0.017, -0.018], [0.004, 0.007, -0.005], [-0.089, -0.025, 0.010], [-0.013, -0.007, -0.002], [-0.011, -0.011, -0.014], [-0.002, 0.015, 0.003], [-0.023, 0.018, -0.021], [-0.008, 0.002, -0.001], [-0.009, -0.006, -0.017], [-0.007, 0.005, 0.000], [-0.010, 0.000, -0.002], [-0.024, 0.018, 0.043], [0.011, -0.013, 0.053], [-0.030, 0.005, -0.002], [-0.001, -0.013, -0.034], [-0.040, -0.066, 0.004], [0.014, -0.006, 0.018], [0.008, 0.006, -0.004], [0.008, -0.006, 0.015], [-0.057, 0.111, -0.061], [-0.026, 0.002, -0.011], [0.006, 0.023, 0.000], [0.002, 0.002, -0.006], [-0.146, 0.077, 0.036], [-0.004, 0.004, 0.004], [0.003, -0.008, 0.008], [-0.064, -0.004, 0.106], [-0.038, 0.032, 0.007], [0.038, 0.007, 0.003], [0.009, 0.018, -0.007], [0.001, 0.003, -0.006], [0.008, -0.073, -0.074], [0.000, -0.009, 0.011], [-0.007, -0.001, -0.023], [0.037, -0.003, 0.017], [-0.013, -0.007, 0.009], [-0.005, 0.001, 0.002], [-0.040, -0.029, 0.010], [-0.001, 0.001, -0.011], [-0.018, -0.005, 0.016]], "gap_ha": 0.317, "e_tot_ha": -1737.7406, "e_lumo_ev": -6.15, "max_force_ev_per_a": 0.30, "relative_energy_kcal_mol": 1.3, "molar_mass_da": 548.6, "multiplicity": 1, "charge": 2}

No. 2
{"formula": "C15H29OTi", "method": "ωB97M-V/def2-TZVPD", "symbols": ["H", "C", "H", "H", "C", "C", "C", "H", "H", "C", "H", "C", "H", "H", "H", "C", "O", "C", "H", "C", "H", "H", "H", "C", "H", "C", "H", "C", "H", "H", "H", "H", "H", "H", "H", "H", "C", "H", "H", "C", "H", "H", "H", "C", "Ti", "H"], "coordinates": [[3.13958, -1.12102, -0.95621], [-0.83122, -0.92054, 3.20787], [0.98654, -3.12791, 1.35465], [2.24676, 3.88827, 0.75912], [1.89077, 2.89070, 0.41267], [0.37523, 2.77379, 0.07957], [-2.70578, -0.49840, -1.73046], [2.40005, 2.66888, -0.54458], [0.81375, 1.30910, -2.94060], [-0.10637, -0.11268, 4.26145], [-2.77511, -2.35878, 0.56329], [0.01511, 0.58195, -3.16331], [-1.35424, -3.05513, 1.34774], [0.39090, 3.72273, -1.91204], [2.74937, -1.49203, -2.64703], [2.46751, -0.85748, -1.78911], [-0.99468, -0.10447, 1.95255], [1.02449, -1.05606, -1.43385], [2.24263, 2.14277, 1.13486], [-0.91203, -1.94359, -0.44795], [-1.09948, 4.08241, -1.00612], [-0.32368, -1.83713, 2.89912], [-1.71589, 0.55468, 2.06225], [-0.11378, -0.43407, -2.07325], [2.69202, 0.18387, -2.07012], [-1.31937, -0.95780, -1.46510], [-0.62974, 0.80266, 4.55019], [-0.00257, 3.92926, -0.89850], [-1.94277, -3.75382, -0.16522], [1.64112, -3.77386, -0.14686], [-0.90129, 1.16317, -3.30551], [0.08590, 1.74484, -0.37530], [-3.21698, -1.12157, -2.47611], [2.40172, -2.35748, 0.60131], [-3.32109, -0.51844, -0.82029], [0.26716, 0.15377, -4.14721], [0.53965, -1.97724, -0.42897], [-0.26952, 2.82921, 0.96908], [-2.71830, 0.53277, -2.10730], [-1.79354, -2.80635, 0.37145], [0.43289, 4.89798, -0.56693], [-0.05335, -0.72359, 5.17446], [0.90327, 0.15952, 3.91568], [1.43442, -2.84214, 0.39565], [-0.18938, -0.07919, 0.10434], [-1.85068, -1.18165, 3.50062]], "atomic_forces_ev_per_a": [[-0.283, 0.072, -0.354], [-0.491, 0.354, 0.372], [0.061, 0.040, -0.202], [-0.780, -0.667, -0.253], [0.039, -0.891, -0.738], [0.054, 1.145, 0.398], [-0.549, 0.447, 0.072], [0.111, 0.263, 0.487], [-0.198, -0.281, -0.052], [0.218, -0.186, -0.066], [0.143, -0.113, -0.157], [-0.032, 0.791, -0.138], [-0.061, 0.020, -0.350], [-0.077, 0.131, 0.505], [-0.228, 0.182, 0.303], [0.449, 0.385, 0.134], [-0.453, 0.476, 0.225], [-0.909, -0.547, -0.514], [-0.104, 0.134, 0.008], [0.633, -0.061, -1.859], [0.704, -0.212, 0.172], [0.101, 0.332, -0.010], [0.398, -0.513, 0.363], [0.221, -1.375, -0.167], [-0.123, -0.352, 0.028], [1.326, -1.222, -0.415], [-0.119, -0.117, -0.217], [-0.562, -0.340, -0.474], [-0.075, 0.201, 0.162], [-0.012, 0.174, 0.087], [0.071, -0.160, 0.046], [0.555, 1.447, -0.494], [0.198, 0.033, 0.158], [-0.365, -0.210, -0.070], [0.066, -0.086, -0.204], [-0.104, -0.199, 0.474], [-0.433, -0.290, -1.223], [0.238, 0.112, 0.013], [-0.007, -0.255, 0.009], [-0.427, -0.351, 0.491], [-0.216, -0.828, 0.007], [0.218, 0.121, -0.289], [-0.265, -0.200, 0.295], [0.181, -0.199, 0.429], [0.735, 2.816, 2.985], [0.152, -0.015, 0.023]], "gap_ha": [0.310, 0.314], "e_tot_ha": -1513.0445, "e_lumo_ev": [-8.03, -7.90], "s_squared": 0.76, "max_force_ev_per_a": 4.17, "relative_energy_kcal_mol": 2.8, "molar_mass_da": 273.3, "multiplicity": 2, "charge": 2}

No. 3
{"formula": "C15H30BBrO7", "method": "ωB97M-V/def2-TZVPD", "symbols": ["H", "H", "H", "C", "H", "C", "H", "H", "B", "C", "H", "C", "H", "H", "H", "H", "O", "H", "C", "O", "C", "H", "H", "C", "C", "H", "H", "H", "C", "C", "H", "H", "C", "H", "C", "C", "O", "C", "H", "H", "H", "H", "H", "H", "O", "O", "H", "Br", "O", "O", "H", "H", "C", "H"], "coordinates": [[5.38176, 6.10103, 1.37549], [0.98165, 1.08735, -0.29966], [3.17693, -0.49240, -3.21992], [-2.79983, -2.30554, 2.97377], [-3.46106, -4.37326, 2.90701], [4.68759, 4.51391, 0.08804], [-5.27546, -3.99542, 4.61742], [-2.32085, -2.32473, 3.95608], [2.05568, -0.48610, -1.53387], [3.54114, 5.73242, -2.28212], [-2.00726, 0.16979, -2.41545], [-4.74091, -3.11270, 4.97160], [-1.79786, -3.03013, -2.69780], [-3.30834, -3.60927, 1.33540], [1.29904, -2.96293, -2.80547], [-0.49721, -1.77710, -2.97697], [-1.25549, -3.36653, -0.22978], [2.94045, 6.59468, -1.98850], [-2.46620, -0.86949, -2.26109], [2.00547, 3.94145, -2.15999], [-1.37136, -2.04439, -2.28266], [2.33953, -2.04102, 0.05379], [-5.11658, -2.83552, 5.95856], [-0.75347, -2.39430, -0.85773], [1.15724, 0.86407, -1.41569], [-3.57275, -1.80255, -0.44215], [4.09460, 6.59681, 0.26282], [-3.18976, -1.07490, -3.13452], [2.95816, 4.49311, -1.66102], [1.59094, -1.88317, -0.81548], [3.69735, 5.61047, 1.65776], [-1.85005, -4.09095, 2.22458], [-4.99790, -1.97070, 4.02709], [1.77826, 1.72654, -1.86788], [1.71772, -3.17544, -1.75233], [4.45677, 5.78011, 0.89057], [3.30863, -0.44320, -2.25101], [-3.34323, -0.79478, -0.91854], [4.58345, 5.90968, -2.02496], [1.32094, -4.13999, -1.29866], [2.84705, -3.34622, -1.91902], [0.13718, 0.79468, -1.91792], [3.50787, 5.62276, -3.36778], [5.46530, 4.63263, -0.67030], [-4.10951, -1.72196, 3.04860], [-6.01803, -1.32606, 4.10094], [-4.33556, -0.28253, -1.19881], [-2.46958, 0.47842, 0.37464], [3.46483, 4.04591, -0.49729], [0.27959, -1.68507, -0.19782], [-3.68762, -3.35234, 5.10194], [-2.20244, -1.63423, 2.35145], [-2.85374, -3.67488, 2.32592], [5.02693, 3.72397, 0.75871]], "atomic_forces_ev_per_a": [[-0.062, -0.039, -0.028], [0.077, -0.298, -1.620], [0.214, 0.309, 0.825], [0.135, -0.355, -0.120], [0.077, 0.053, 0.076], [0.009, 0.348, 0.096], [0.037, 0.060, 0.022], [-0.141, -0.037, 0.016], [0.026, 0.442, -0.557], [0.544, -0.001, -0.397], [-0.554, -1.663, 0.146], [0.377, 0.039, 0.585], [0.501, 1.587, 0.942], [0.177, 0.039, 0.049], [0.396, -0.608, 1.692], [-1.353, -0.096, 0.918], [1.594, 3.479, -2.245], [0.034, -0.060, -0.022], [-0.369, -0.193, 0.203], [0.611, 0.219, 0.484], [1.096, 0.172, -0.091], [-1.278, 0.137, -1.075], [-0.199, -0.056, -0.220], [-1.515, -2.779, 2.328], [0.953, 0.251, 0.081], [0.612, 1.455, -0.442], [0.120, -0.034, -0.003], [1.111, 0.353, 1.306], [-0.460, 0.129, -0.317], [1.575, -0.155, -0.187], [0.124, -0.070, -0.031], [-0.086, 0.083, -0.088], [-0.507, 0.021, 0.052], [-1.341, -1.269, 0.759], [1.142, 0.378, -0.458], [-0.112, 0.139, -0.019], [-1.681, -0.678, 0.149], [-0.751, 0.369, -1.308], [-0.080, 0.109, 0.165], [0.209, 1.416, -0.587], [-1.716, 0.345, 0.292], [1.256, 0.066, 0.696], [-0.255, 0.043, 0.153], [-0.115, 0.051, -0.026], [-0.097, 0.540, -0.086], [0.661, -0.191, -0.273], [1.584, -0.821, 0.661], [-0.528, -0.961, -0.620], [-0.101, -0.560, 0.041], [-1.252, -1.315, -1.829], [-0.032, -0.131, -0.178], [-0.278, 0.040, 0.080], [-0.181, -0.182, 0.159], [-0.208, -0.121, -0.148]], "smiles": "CB(O)[C@H](C)OC(=O)CCCBr.CCOC(C)=O.CCOC(C)=O", "gap_ha": 0.361, "e_tot_ha": -3715.0676, "e_lumo_ev": 0.37, "max_force_ev_per_a": 4.44, "molar_mass_da": 413.1, "multiplicity": 1, "charge": 0}

No. 4
{"formula": "C15H30BCl2F4N3S5SeW", "method": "ωB97M-V/def2-TZVPD", "symbols": ["S", "H", "B", "C", "H", "C", "C", "C", "C", "H", "H", "H", "C", "H", "C", "C", "H", "F", "S", "H", "Cl", "H", "N", "H", "H", "C", "H", "S", "C", "S", "H", "N", "C", "C", "H", "C", "H", "Se", "W", "H", "H", "H", "N", "H", "H", "C", "Cl", "H", "H", "H", "H", "C", "H", "S", "F", "F", "H", "H", "H", "H", "F", "H"], "coordinates": [[1.39525, -1.92004, -0.59797], [-3.86141, -1.35482, 2.55046], [1.15042, 1.68254, 1.33320], [-1.34247, -1.19333, 3.73543], [4.07282, 2.33953, -0.49308], [3.50327, 2.81515, -1.29066], [3.33210, 0.52228, -2.10950], [1.71828, 4.21717, -3.05642], [0.07818, -1.27685, 4.28729], [1.31696, -4.13690, -1.50483], [2.60683, 3.78349, -3.50410], [3.16815, -2.59903, 0.81191], [-2.83888, -2.61652, -1.84422], [1.00119, -0.97907, 2.00670], [1.35127, 1.97316, -2.14030], [-2.74193, -2.74583, 1.29212], [-2.75524, -3.45661, 2.11666], [-0.12945, 1.58726, 0.41096], [-1.77948, -0.25251, 2.18129], [-0.02222, -4.70336, 0.43445], [-5.43652, 0.69691, -0.67301], [-4.81000, 2.93203, -0.96776], [2.63981, 1.78669, -1.87743], [1.12926, 4.67535, -3.84905], [-1.72771, -2.20022, 3.59283], [-4.63547, 2.18960, -0.19740], [0.06233, -3.06125, -2.15360], [1.10142, -2.63618, 3.63307], [-0.52432, 3.54839, -2.36447], [0.22644, 0.60088, -2.30274], [-3.34635, -3.12990, 0.47666], [0.88680, 3.17865, -2.43481], [-0.46388, -3.99096, -0.25990], [0.54857, -3.41048, -1.24227], [-1.09159, 2.82662, -1.79406], [-3.17737, -1.33409, 1.70284], [3.59444, 0.05422, -1.16085], [-2.26743, -0.88446, -1.94698], [-0.51068, -0.38163, -0.14046], [-3.66513, -0.82150, 0.87809], [1.74145, -3.58359, 1.11420], [-5.03748, 2.50610, 0.75828], [-3.23150, -3.70046, -1.83256], [4.25079, 0.73288, -2.65768], [2.91107, 3.61040, -0.85128], [1.77421, -1.70660, 2.22474], [-2.87626, 2.01166, -0.00519], [4.20414, 3.21870, -2.01987], [2.65039, -1.15391, 2.55586], [-1.30186, -4.44953, -0.77928], [-1.98188, -0.67059, 4.44848], [2.09650, -2.56112, 0.99908], [-0.60144, 4.52110, -1.87982], [-1.01254, -2.60044, 0.76806], [1.66754, 2.89574, 1.15858], [1.89273, 0.62898, 0.73729], [0.62829, -0.34208, 4.21776], [-0.02473, -1.50007, 5.35033], [1.99950, 4.99236, -2.34510], [-0.94416, 3.61993, -3.36864], [0.71459, 1.35734, 2.56943], [2.72439, -0.15117, -2.70080]], "atomic_forces_ev_per_a": [[0.007, -0.168, 0.118], [-0.038, -0.051, -0.023], [0.396, -0.129, -0.178], [0.113, -0.019, -0.056], [-0.018, -0.013, 0.012], [0.017, 0.089, 0.085], [0.034, -0.023, 0.017], [0.064, 0.074, -0.025], [0.061, -0.212, -0.039], [0.014, 0.013, -0.012], [-0.011, -0.043, 0.036], [-0.008, -0.021, 0.000], [-0.109, -0.272, 0.036], [0.059, 0.047, -0.105], [0.098, 0.096, 0.131], [0.053, -0.010, -0.002], [-0.008, 0.006, 0.007], [-0.093, 0.168, 0.133], [-0.227, -0.062, 0.134], [0.012, -0.045, -0.051], [0.049, -0.057, 0.020], [0.073, 0.003, 0.028], [-0.012, -0.120, -0.101], [-0.033, -0.022, 0.012], [-0.009, 0.022, 0.021], [-0.459, 0.001, -0.067], [0.014, -0.044, -0.012], [-0.104, 0.174, -0.056], [-0.132, 0.006, -0.018], [-0.046, -0.126, -0.049], [-0.075, -0.013, 0.032], [-0.010, 0.071, -0.036], [-0.088, 0.082, -0.030], [-0.003, 0.052, 0.068], [0.043, -0.022, 0.031], [0.112, 0.092, 0.060], [-0.010, 0.032, 0.028], [0.258, 0.376, 0.061], [0.193, -0.434, -0.473], [-0.059, 0.039, -0.063], [-0.027, 0.007, -0.024], [0.076, 0.027, -0.010], [0.032, -0.009, 0.005], [-0.005, 0.019, 0.015], [0.003, -0.040, -0.026], [-0.035, -0.122, 0.155], [0.096, 0.171, 0.104], [-0.007, 0.002, -0.032], [0.001, 0.049, -0.115], [0.010, -0.008, -0.007], [0.012, -0.004, 0.020], [0.031, 0.079, -0.040], [0.033, 0.010, 0.003], [-0.085, -0.171, 0.118], [0.032, 0.175, -0.117], [-0.083, 0.296, 0.078], [-0.024, 0.050, 0.003], [-0.039, 0.033, 0.007], [-0.003, -0.005, 0.001], [0.034, 0.000, -0.013], [-0.116, -0.082, 0.225], [-0.057, -0.015, -0.024]], "gap_ha": [0.247, 0.247], "e_tot_ha": -6557.6306, "e_lumo_ev": [-7.38, -7.54], "s_squared": 2.03, "max_force_ev_per_a": 0.67, "relative_energy_kcal_mol": 48.3, "molar_mass_da": 833.3, "multiplicity": 3, "charge": 2}